Entry 1:
C28H31N5O4S2V | the ωB97M-V functional and the def2-TZVPD basis

```
71
Properties=species:S:1:pos:R:3
V -1.58 0.71 -0.02
S -1.61 -1.37 -2.70
S -5.97 1.04 1.80
O -3.16 -2.43 0.22
O 0.23 0.56 -0.95
O -4.57 -1.44 -1.24
O -0.92 -0.46 1.35
N 1.06 -3.91 2.04
N 1.68 -1.63 -1.12
N -1.88 2.35 -1.39
N -3.43 0.87 0.68
N -0.82 2.34 1.21
C 0.08 -0.32 2.17
C 2.25 -0.17 4.01
C -0.02 1.90 -2.90
C -2.25 -0.88 -1.29
C 1.54 1.54 -4.76
C 0.76 -1.52 2.59
C 1.61 0.97 3.56
C 2.09 -1.10 -2.23
C 2.88 -2.89 0.65
C 1.83 -1.40 3.51
C 2.48 -3.94 1.69
C -3.45 -1.62 -0.82
C 2.08 0.48 -4.07
C -4.51 0.92 1.15
C 0.58 0.84 -2.15
C -1.15 2.65 -2.39
C -1.20 3.72 0.90
C -4.31 -3.01 0.84
C 0.49 2.23 -4.14
C 1.62 0.11 -2.79
C -0.01 2.16 2.18
C -2.91 3.31 -0.99
C 0.55 0.91 2.63
C 3.35 -0.09 5.04
C -2.65 3.84 0.44
C 0.33 -2.73 2.03
C 2.02 1.94 -6.13
C 2.05 -2.95 -0.64
H 2.96 1.44 -6.38
H 1.93 1.94 3.93
H -2.93 4.14 -1.70
H 3.94 -3.01 0.42
H -3.93 -3.64 1.64
H -4.89 -3.59 0.13
H 3.10 -3.80 2.57
H 2.69 -4.94 1.32
H 2.30 -2.30 3.87
H 2.58 -3.47 -1.44
H 0.98 -1.08 -0.60
H -3.29 3.32 1.15
H 2.87 -0.10 -4.52
H 3.99 0.77 4.86
H -1.05 4.36 1.78
H 0.03 3.06 -4.67
H 2.81 -1.69 -2.80
H -0.65 -2.76 1.57
H -0.53 4.09 0.12
H -3.88 2.81 -1.02
H 0.54 -4.69 1.68
H 2.77 -1.90 1.09
H 1.29 1.68 -6.89
H 2.19 3.02 -6.19
H 2.93 0.01 6.04
H -2.94 4.89 0.47
H 3.96 -0.99 5.03
H -4.95 -2.23 1.26
H 1.12 -3.49 -0.46
H 0.33 3.05 2.74
H -1.38 3.57 -2.94
```

Calculated values
Energy relative to the best compared isomer or geometry (same formula, charge and spin) = 0.000 eV
Frontier orbital gap (spin up / spin down) = 5.203 / 6.102 eV
Total energy = -3400.74828 Ha
2S+1 = 4
Expectation value of S² = 3.8091
HOMO level (spin up / spin down) = -0.2241 / -0.2576 Ha
Molar mass = 616.7 u

Entry 2:
C28H31N7O4W | the ωB97M-V functional and the def2-TZVPD basis

```
71
Properties=species:S:1:pos:R:3
W 0.03 -0.10 -0.02
O -1.89 0.09 0.15
O 1.99 0.03 0.07
O 0.19 5.02 5.57
O -0.31 0.16 1.97
N 0.42 -2.61 -2.15
N 0.35 1.97 -0.04
N 4.02 5.13 0.67
N -2.45 -0.02 1.35
N -1.59 0.02 2.28
N 3.64 6.04 1.41
N 0.05 -2.18 0.08
C -1.01 -0.61 -2.75
C 1.08 5.38 4.64
C 0.66 -3.53 -3.27
C 0.40 -1.19 -2.46
C -0.96 0.03 4.61
C 2.03 4.40 4.29
C -3.32 0.02 4.00
C 2.03 6.85 2.99
C 3.51 3.87 0.50
C 3.93 1.50 0.18
C 1.67 2.32 0.17
C 0.25 -3.05 -0.90
C 1.11 4.65 0.29
C 2.89 4.61 3.25
C 1.12 6.62 4.01
C -0.88 5.91 5.87
C -3.65 0.00 5.34
C -0.21 4.28 0.08
C -0.56 2.95 -0.08
C 4.38 2.80 0.31
C 0.32 -4.51 -0.61
C 2.10 3.65 0.36
C -2.65 -0.01 6.31
C -1.31 0.01 5.95
C 2.85 5.82 2.53
C 2.57 1.24 0.15
C -1.97 0.03 3.65
C -0.62 -4.04 -3.93
H 1.28 -4.92 -0.90
H -4.69 0.00 5.63
H 1.27 -3.01 -4.00
H 0.93 -0.60 -1.66
H 3.63 3.86 2.99
H -0.01 -2.63 0.98
H -0.45 -5.06 -1.16
H -1.29 -4.51 -3.21
H 0.47 7.42 4.32
H -0.37 -4.77 -4.69
H -0.54 0.01 6.70
H -1.17 -3.23 -4.41
H 2.06 7.81 2.49
H -1.46 6.14 4.98
H 0.08 0.04 4.31
H 0.18 -4.69 0.45
H -0.95 0.48 -2.83
H 5.45 3.00 0.34
H -0.51 6.83 6.33
H -1.58 2.66 -0.26
H -0.97 5.04 0.00
H -2.92 -0.02 7.36
H -1.51 5.38 6.58
H 1.01 -1.04 -3.34
H 4.63 0.67 0.10
H -1.74 -0.89 -1.99
H 2.06 3.48 4.87
H -1.37 -0.99 -3.70
H 1.25 -4.38 -2.92
H 1.37 5.69 0.38
H -4.08 0.03 3.24
```

Calculated values
Energy relative to the best compared isomer or geometry (same formula, charge and spin) = 0.669 eV
Frontier orbital gap (spin up / spin down) = 4.853 / 4.955 eV
Total energy = -1836.26584 Ha
2S+1 = 3
Charge = +2
Expectation value of S² = 2.0514
HOMO level (spin up / spin down) = -0.4422 / -0.4443 Ha
Molar mass = 713.4 u

Entry 3:
C28H31NO3 | the ωB97M-V functional and the def2-TZVPD basis

```
63
Properties=species:S:1:pos:R:3
O -1.05 -2.61 -1.70
O -5.50 1.94 -0.01
O 1.70 -2.31 -1.81
N -1.56 -2.71 0.49
C 2.86 -0.86 1.33
C -0.82 -2.20 -0.56
C 1.23 1.95 0.02
C 2.83 -1.16 -0.06
C 5.13 0.01 1.10
C -2.21 -5.14 0.23
C -1.78 -1.28 2.57
C 3.30 2.75 -0.96
C 4.00 -0.26 1.89
C 1.84 1.30 -2.24
C -2.71 0.15 -1.44
C 4.59 3.49 -0.81
C -4.26 1.77 -0.51
C -1.60 0.91 -1.01
C 3.99 -0.91 -0.83
C 0.96 1.24 -1.15
C 5.11 -0.30 -0.27
C -1.24 -2.54 1.92
C -0.18 0.25 -1.16
C -3.16 2.67 -0.29
C -1.86 2.23 -0.54
C -2.65 -3.70 0.16
C 2.42 2.66 0.12
C 2.97 2.11 -2.14
C -5.71 3.03 0.92
C -4.01 0.55 -1.19
C 0.19 -1.02 -0.35
C 1.58 -1.60 -0.82
H -0.15 -2.57 2.03
H -3.01 -5.82 -0.07
H 1.97 -1.00 1.96
H 5.36 2.81 -0.43
H -2.56 -0.78 -1.98
H -0.17 -0.32 -2.09
H -1.43 -0.36 2.09
H -4.85 -0.12 -1.36
H -1.47 -1.28 3.62
H -6.76 2.95 1.21
H 6.00 0.51 1.53
H -3.01 -3.44 -0.85
H 3.67 2.17 -2.99
H -5.53 3.98 0.42
H -1.08 2.96 -0.34
H -3.46 -3.49 0.88
H 0.27 -0.72 0.71
H 4.97 3.84 -1.77
H -1.93 -5.35 1.26
H 2.69 3.12 1.07
H 4.49 4.33 -0.12
H -1.38 -5.30 -0.45
H -3.34 3.63 0.20
H -2.88 -1.29 2.53
H 3.97 0.03 2.95
H -5.06 2.96 1.80
H -1.68 -3.40 2.46
H 5.94 -0.05 -0.95
H 0.52 1.92 0.85
H 1.62 0.73 -3.15
H 3.94 -1.05 -1.92
```

Calculated values
Frontier orbital gap = 8.432 eV
Structure (SMILES) = CCN(CC)C(=O)[C@@H](C(=O)c1ccccc1)[C@H](c1ccc(C)cc1)c1ccc(OC)cc1
Total energy = -1366.01269 Ha
HOMO level = -0.2982 Ha
Molar mass = 429.6 u

Entry 4:
C28H32Cl2O3PdSi | the ωB97M-V functional and the def2-TZVPD basis

```
67
Properties=species:S:1:pos:R:3
Pd -0.80 -1.22 0.14
Cl -0.26 -3.32 1.58
Cl 1.18 -1.25 -1.32
Si 0.76 1.20 0.47
O -0.58 0.85 -0.36
O -1.99 -0.56 1.57
O -0.87 -2.81 3.36
C 0.86 -0.57 2.70
C 4.30 3.04 -0.72
C -3.76 -0.15 -0.90
C -0.60 -2.43 -4.14
C -1.91 -0.84 -2.59
C 4.20 3.05 -2.12
C -1.16 -4.43 -1.84
C -1.54 -3.01 -1.84
C 3.10 2.48 -2.75
C 0.30 2.66 1.61
C 2.13 1.94 -0.60
C 2.05 1.92 -2.00
C 3.52 -1.28 2.29
C -1.95 0.33 -3.48
C -0.56 4.74 3.31
C -1.10 3.45 3.45
C 1.44 -1.56 3.50
C -2.63 -0.98 -1.36
C -1.30 -2.09 -2.89
C 1.57 0.01 1.66
C -2.37 -2.36 -0.84
C 2.78 -1.88 3.31
C 0.39 4.99 2.32
C 2.89 -0.38 1.41
C -0.68 2.42 2.58
C -3.17 -3.02 0.24
C 0.80 3.96 1.46
C 3.25 2.49 0.04
H 0.83 -2.12 4.22
H 3.41 0.00 0.54
H -3.94 -0.32 0.18
H -2.23 0.33 1.19
H 0.19 -3.16 -3.95
H 5.02 3.49 -2.71
H -2.44 1.17 -2.97
H -1.16 1.43 2.65
H -1.53 -3.49 3.19
H -3.47 -2.25 0.97
H -4.68 -0.45 -1.43
H 4.58 -1.52 2.13
H -0.93 0.62 -3.75
H -0.14 -1.53 -4.58
H -2.50 0.12 -4.40
H -0.88 5.55 4.00
H 0.82 5.99 2.21
H -1.22 -4.84 -0.83
H -0.14 -4.53 -2.26
H 5.16 3.46 -0.19
H 3.24 -2.62 3.98
H -1.84 3.25 4.23
H -2.51 -3.78 0.71
H -0.19 -0.31 2.87
H -4.06 -3.55 -0.16
H 3.03 2.49 -3.85
H 1.19 1.44 -2.49
H -1.83 -5.00 -2.49
H -1.26 -2.85 -4.90
H 3.28 2.48 1.13
H 1.50 4.19 0.65
H -3.58 0.90 -1.14
```

Calculated values
Frontier orbital gap (spin up / spin down) = 5.499 / 6.485 eV
Total energy = -2649.56922 Ha
2S+1 = 5
Charge = -2
Expectation value of S² = 6.0236
HOMO level (spin up / spin down) = -0.0218 / -0.0719 Ha
Molar mass = 622.0 u

Entry 5:
C28H32ClF6N14O3PS2Ti | the ωB97M-V functional and the def2-TZVPD basis

```
88
Properties=species:S:1:pos:R:3
Ti -0.47 -2.05 -0.34
Cl 7.44 3.85 -2.86
S -1.64 -5.56 0.40
S -2.87 -2.17 -1.48
P 2.59 -2.15 0.55
F 1.38 -0.99 0.60
F 2.35 -2.40 2.12
F 3.69 -1.05 0.85
F 3.61 -3.35 0.46
F 2.69 -1.89 -1.03
F 1.30 -3.20 0.24
O -2.07 -5.49 1.78
O -0.86 5.64 -0.13
O -0.48 -6.33 0.11
N -0.52 0.74 -1.60
N 0.08 -4.44 -2.30
N 0.95 -3.74 -4.16
N -0.32 1.56 -2.57
N -1.19 -0.17 0.45
N -0.82 -2.55 1.85
N 0.13 -3.08 -2.21
N -0.10 -0.49 -1.85
N -0.73 1.61 1.79
N 0.90 -1.41 -3.77
N 0.28 0.89 -3.53
N -0.67 2.05 0.44
N -1.60 -4.01 -0.21
N 0.54 -4.81 -3.44
C 1.38 3.97 2.44
C 0.39 -0.37 -3.07
C 5.69 3.09 -0.93
C 0.67 -2.72 -3.38
C -4.63 -4.99 -2.04
C -1.27 1.01 -0.35
C -5.25 -6.23 -2.18
C 0.81 6.32 1.96
C -0.09 4.54 0.39
C -3.64 -7.27 -0.70
C -3.14 -3.64 4.18
C 5.84 3.61 -2.21
C 4.42 2.91 -0.42
C -2.65 -3.74 -0.94
C 1.13 4.38 -0.54
C 3.29 3.23 -1.16
C -1.17 -3.01 2.84
C 0.29 4.88 1.87
C 4.73 3.93 -2.97
C -1.11 3.40 0.18
C -3.51 -4.91 -1.23
C -4.76 -7.35 -1.52
C -3.04 -6.03 -0.58
C -1.62 -3.61 4.09
C -0.96 0.35 1.70
C 3.47 3.74 -2.45
C 1.90 3.04 -0.59
C -0.95 4.79 2.78
H 2.34 4.12 1.93
H 0.76 4.60 -1.54
H -2.02 3.64 0.75
H 6.57 2.82 -0.35
H -5.00 -4.11 -2.55
H -5.25 -8.30 -1.65
H -0.27 6.39 -0.23
H -3.24 -8.14 -0.19
H -1.26 3.76 2.92
H -1.77 5.37 2.37
H 1.18 6.50 2.97
H -1.21 -4.62 4.11
H 1.54 4.22 3.49
H -6.12 -6.32 -2.81
H 1.64 6.51 1.28
H 0.02 7.05 1.77
H -1.37 3.45 -0.88
H 1.11 2.92 2.39
H 1.97 2.57 0.38
H 1.36 2.34 -1.23
H 4.30 2.48 0.57
H 1.30 -1.25 -4.67
H -0.70 5.20 3.76
H -3.55 -4.23 3.36
H -3.45 -4.09 5.12
H 2.60 3.98 -3.05
H 4.86 4.32 -3.97
H -3.56 -2.63 4.12
H 1.84 5.17 -0.30
H -1.17 -3.04 4.91
H -0.94 -0.28 2.57
H -2.30 1.25 -0.69
```

Calculated values
Energy relative to the best compared isomer or geometry (same formula, charge and spin) = 1.697 eV
Frontier orbital gap (spin up / spin down) = 7.057 / 7.096 eV
Total energy = -5125.47919 Ha
2S+1 = 2
Charge = -1
Expectation value of S² = 0.7531
HOMO level (spin up / spin down) = -0.1954 / -0.1985 Ha
Molar mass = 905.1 u

Entry 6:
C28H32N2O3RhS5Si | the ωB97M-V functional and the def2-TZVPD basis

```
72
Properties=species:S:1:pos:R:3
Rh -0.04 0.38 0.28
S 1.39 -0.63 2.20
S 7.13 0.00 1.26
S 4.38 -0.52 2.27
S 1.80 0.26 -1.12
S 4.71 0.26 -0.44
Si -1.28 1.26 -1.46
O -6.06 -0.21 2.98
O -1.65 0.59 1.54
O -0.66 -1.53 -0.25
N 1.25 3.14 0.36
N 0.51 2.17 1.10
C -2.61 -0.25 1.63
C 3.06 -0.01 0.07
C -5.11 3.47 0.17
C 5.51 -0.16 1.02
C -4.09 1.64 -1.03
C -0.49 2.36 -2.78
C -1.45 -2.19 0.46
C 2.89 -0.37 1.36
C -0.10 3.68 -2.57
C -1.17 -3.67 0.48
C 0.64 3.90 -4.85
C 2.92 4.83 0.20
C -5.23 2.28 -0.54
C 2.19 3.91 1.19
C -2.55 -1.63 1.22
C -4.88 -0.62 2.43
C 0.45 4.45 -3.59
C -4.82 -1.98 2.07
C -3.68 -2.44 1.49
C -6.19 1.17 3.26
C 3.21 3.02 1.90
C -3.85 4.00 0.39
C 1.41 4.75 2.19
C -2.82 2.17 -0.82
C -3.81 0.22 2.22
C -0.29 1.83 -4.06
C -2.72 3.36 -0.10
C 0.27 2.58 -5.08
H -5.51 1.48 4.06
H -0.21 4.13 -1.59
H -3.74 4.93 0.95
H 3.96 3.63 2.41
H -1.84 0.14 -2.28
H 3.51 4.23 -0.51
H 1.75 2.62 -0.36
H 2.08 5.42 2.73
H 1.01 1.82 1.91
H -6.00 1.78 2.37
H 2.20 5.42 -0.37
H -0.58 0.80 -4.26
H 3.60 5.50 0.73
H 2.75 2.37 2.65
H -3.83 1.26 2.48
H 0.41 2.14 -6.06
H -3.66 -3.48 1.19
H -5.99 3.97 0.54
H -7.22 1.31 3.59
H -2.02 -4.30 0.69
H -4.20 0.71 -1.57
H 0.75 5.47 -3.40
H 1.08 4.49 -5.65
H 0.65 5.35 1.68
H 3.73 2.38 1.18
H -0.35 2.61 1.42
H -1.75 3.81 0.09
H -6.21 1.85 -0.72
H -0.43 -3.80 1.28
H 0.91 4.12 2.93
H -5.68 -2.61 2.23
H -0.69 -3.96 -0.45
```

Calculated values
Energy relative to the best compared isomer or geometry (same formula, charge and spin) = 0.000 eV
Frontier orbital gap = 6.412 eV
Total energy = -3812.54457 Ha
Charge = -1
HOMO level = -0.1468 Ha
Molar mass = 735.9 u